# C21H21FN2O4

The molecule C21H21FN2O4 (ωB97M-V/def2-TZVPD, the OMol25 dataset).

```
49
Properties=species:S:1:pos:R:3:nbo_charge:R:1
N 3.387 5.361 -4.299 -0.819
C 2.550 5.248 -3.236 0.658
O 1.959 6.205 -2.782 -0.610
C 2.410 3.875 -2.673 -0.178
C 2.582 2.718 -3.427 -0.175
C 2.423 1.469 -2.855 -0.265
C 2.091 1.361 -1.507 0.247
N 1.912 0.138 -0.859 -0.642
C 1.970 -1.114 -1.372 0.652
O 2.279 -1.413 -2.502 -0.588
C 1.581 -2.183 -0.331 -0.167
O 0.198 -2.103 0.010 -0.499
C -0.174 -1.236 0.946 0.847
O 0.600 -0.507 1.524 -0.639
C -1.665 -1.284 1.241 -0.209
C -1.786 -2.245 2.405 0.105
C -1.695 -3.616 2.180 -0.248
C -1.786 -4.515 3.228 -0.188
C -1.961 -4.067 4.525 -0.276
C -2.034 -2.703 4.737 0.401
F -2.197 -2.243 5.995 -0.323
C -1.945 -1.787 3.706 -0.296
C -2.492 -1.687 0.011 -0.396
C -2.575 -0.414 -0.841 -0.414
C -2.256 0.758 0.107 -0.412
C -2.155 0.146 1.506 -0.389
C 1.904 2.518 -0.750 -0.272
C 2.055 3.758 -1.331 -0.138
H 3.975 4.607 -4.602 0.393
H 3.541 6.278 -4.683 0.405
H 2.812 2.778 -4.480 0.211
H 2.551 0.578 -3.446 0.254
H 1.666 0.215 0.126 0.434
H 1.723 -3.170 -0.772 0.225
H 2.194 -2.070 0.571 0.213
H -1.548 -3.983 1.177 0.219
H -1.717 -5.574 3.033 0.218
H -2.034 -4.748 5.358 0.230
H -1.997 -0.736 3.936 0.234
H -2.052 -2.513 -0.542 0.230
H -3.483 -1.989 0.353 0.215
H -3.564 -0.310 -1.285 0.215
H -1.851 -0.452 -1.655 0.211
H -1.305 1.217 -0.168 0.206
H -3.019 1.534 0.067 0.219
H -3.136 0.106 1.978 0.212
H -1.469 0.701 2.143 0.233
H 1.634 2.433 0.293 0.217
H 1.901 4.660 -0.758 0.238
```

## Properties
Kohn-Sham gap = 9.380 eV
2S+1 = 1
HOMO energy = -8.8 eV
LUMO energy = 0.59 eV
DFT total energy = -1323.25205 hartree
Energy above the lowest of the compared OMol25 structures with the same formula, charge and spin = 0.5 kcal/mol
SMILES string = NC(=O)c1ccc(NC(=O)COC(=O)C2(c3cccc(F)c3)CCCC2)cc1